1) # C32H64O24

8 unconnected molecules or ions with the total composition C32H64O24 (ωB97M-V/def2-TZVPD, the OMol25 dataset).

Geometry (Å):
O 2.48 5.05 -0.87
O -0.33 4.65 -5.75
O -3.91 1.19 5.29
O 1.26 3.70 -4.37
O -6.05 1.85 5.12
O 2.27 3.57 0.73
O 1.63 -2.75 3.66
O 0.17 -1.19 4.27
O -0.08 -2.32 2.28
O 4.73 -0.37 2.31
O 0.34 -1.86 -1.93
O -5.42 -0.35 5.05
O 3.65 -1.31 0.58
O -0.19 -1.94 -4.15
O -0.51 0.54 0.49
O -0.88 1.12 -1.67
O 1.60 -0.86 -3.37
O -3.54 -6.59 -0.27
O -3.19 -4.34 -0.16
O -2.98 -5.75 1.62
O 2.56 -0.52 2.49
O 3.60 3.13 -0.91
O -0.80 4.35 -3.63
O -2.23 -0.27 -0.78
C -1.17 0.45 -0.53
C -0.60 -2.93 -1.67
C 5.96 -0.45 1.51
C 1.75 -0.10 -4.61
C 6.97 0.13 2.37
C -4.12 -6.48 -1.61
C 3.87 -2.82 4.56
C -0.44 4.59 -8.09
C -2.55 -4.56 2.35
C -5.43 -5.87 -1.46
C 5.04 2.32 -2.57
C -3.52 -0.03 1.26
C -3.43 2.54 5.39
C 0.23 1.99 -1.60
C -2.68 -0.97 0.47
C 2.82 4.02 -0.37
C 2.36 -1.74 -0.04
C 0.49 -2.09 3.32
C -3.30 -5.44 0.35
C 3.55 -0.73 1.86
C -5.26 0.99 5.14
C -3.36 3.33 4.09
C 2.86 2.50 1.48
C 3.21 -0.53 -5.15
C -2.13 4.60 -3.79
C 2.40 -2.37 4.76
C 0.46 4.30 -6.90
C 4.19 3.49 -2.14
C -6.81 -0.68 5.02
C 0.14 4.13 -4.60
C -0.91 -0.31 4.01
C 0.47 -1.54 -3.23
H -0.72 0.40 3.19
H -1.14 0.17 4.95
H -1.42 4.19 -7.79
H 4.37 1.52 -2.76
H -6.85 -1.72 4.69
H -2.26 5.47 -4.41
H 6.76 1.22 2.46
H -3.24 -3.71 2.21
H -3.42 -5.96 -2.27
H -2.45 3.13 3.53
H 7.90 0.09 1.82
H -4.22 0.34 0.52
H 1.71 0.93 -4.28
H -1.78 -0.94 3.69
H 2.30 1.58 1.29
H 3.88 2.35 1.19
H 1.39 4.85 -6.82
H -5.92 -5.70 -2.44
H 3.85 -0.32 -4.23
H 1.05 1.48 -1.14
H 0.55 2.25 -2.59
H -6.04 -6.47 -0.81
H -0.08 4.19 -9.03
H -7.40 -0.09 4.28
H 0.69 3.21 -6.91
H -4.16 -7.53 -1.95
H -2.49 4.78 -2.77
H 3.58 -0.01 -6.03
H 5.74 2.49 -3.41
H -0.03 2.91 -1.04
H -0.52 -3.09 -0.58
H 3.22 -1.63 -5.39
H 0.91 -0.26 -5.27
H -4.03 -0.62 2.05
H 5.68 2.03 -1.72
H 1.64 -0.94 0.12
H -1.81 -1.34 0.90
H 3.39 3.62 -2.82
H -0.37 -3.81 -2.29
H 2.04 -2.69 0.33
H -4.12 3.07 6.09
H 7.09 -0.30 3.36
H 2.36 -1.28 4.82
H -4.16 3.17 3.36
H -3.42 4.41 4.34
H -2.48 2.44 5.91
H -0.51 5.71 -8.34
H -3.34 -1.78 0.07
H 1.97 -2.88 5.65
H 5.82 0.12 0.61
H -2.43 -4.92 3.37
H 2.53 -1.74 -1.14
H 4.35 -2.34 3.69
H 4.45 -2.53 5.43
H -1.50 -4.30 2.08
H 3.94 -3.91 4.46
H -3.01 0.83 1.60
H 4.75 4.43 -2.05
H 2.71 2.77 2.54
H -5.24 -4.88 -1.08
H -7.22 -0.47 6.01
H -2.58 3.69 -4.23
H -1.64 -2.67 -1.94
H 6.16 -1.50 1.31

As for the SMILES: CCOC(=O)OC.CCOC(=O)OC.CCOC(=O)OC.CCOC(=O)OC.CCOC(=O)OC.CCOC(=O)OC.CCOC(=O)OC.CCOC(=O)OC.

Here are the Mulliken charges for atoms 1 to 2, given in e: atom 1 (O): -0.624, atom 2 (O): -0.310

2) # C32H64O24

8 unconnected molecules or ions with the total composition C32H64O24 (ωB97M-V/def2-TZVPD, the OMol25 dataset).

Geometry (Å):
O 6.45 -0.74 2.73
O -1.32 -5.62 -4.23
O 5.17 6.05 -8.85
O -1.16 2.48 3.79
O -3.07 -7.21 5.63
O 8.18 0.75 2.32
O 9.06 8.07 3.49
O 4.11 3.95 -8.79
O 5.15 4.74 -10.74
O -5.20 -7.05 6.19
O 0.06 -0.67 -1.95
O -3.79 -5.27 5.82
O -1.55 -0.52 -0.45
O -10.08 -5.57 4.09
O 0.24 -1.95 -0.24
O -3.02 -5.50 -2.71
O -3.35 -4.45 -4.55
O 6.86 7.90 4.33
O -0.95 4.32 2.37
O -10.27 -6.23 1.89
O 7.53 -0.55 0.67
O -2.99 3.27 2.73
O -9.45 -4.17 2.50
O 7.48 7.11 2.29
C -4.14 -6.52 5.87
C -5.08 3.57 1.53
C 6.82 -1.56 -0.08
C 6.22 6.51 0.47
C 7.29 -0.31 1.97
C -0.47 -1.00 -0.80
C -4.08 -2.90 -6.24
C -9.94 -5.38 2.73
C 9.50 8.98 4.53
C -0.13 -2.41 1.03
C -0.46 0.39 -2.67
C -2.42 -5.20 -3.87
C -3.59 3.81 1.50
C 4.74 4.84 -9.40
C -10.59 -6.83 4.55
C -3.02 -8.66 5.90
C 0.18 2.33 4.06
C 3.17 7.12 -7.86
C -3.97 -2.89 5.83
C 5.13 3.55 -11.43
C 6.19 6.79 1.97
C -9.13 -3.65 1.22
C 0.30 1.70 -2.55
C 4.57 6.48 -7.60
C 7.75 7.73 3.41
C 6.24 -1.02 -1.32
C 8.18 1.21 3.64
C -2.95 -3.82 -5.75
C -2.52 -6.45 -1.83
C -7.87 -4.38 0.72
C -4.76 -4.24 6.10
C -1.64 3.47 2.94
H -9.91 -3.72 0.46
H 5.73 6.04 2.61
H 8.54 2.24 3.62
H -4.05 -1.91 -5.77
H 4.16 3.30 -11.86
H -5.63 -4.41 5.47
H 0.16 2.35 -3.41
H 5.51 2.75 -10.79
H 7.00 5.81 0.18
H 10.42 9.43 4.15
H 6.08 7.41 -0.14
H 7.14 1.24 3.95
H 0.39 -3.35 1.21
H 0.69 3.28 4.22
H -0.16 2.13 -1.66
H -2.96 -4.63 -6.49
H 8.79 0.63 4.33
H 5.66 -1.81 -1.80
H -3.43 4.89 1.49
H 8.73 9.67 4.86
H 1.38 1.57 -2.48
H -11.51 -7.09 4.03
H -5.00 -3.44 -6.04
H -9.01 -2.56 1.27
H -8.15 -5.43 0.70
H -3.90 -2.79 -7.31
H -5.40 2.54 1.46
H 5.30 5.95 0.30
H 5.15 7.23 -7.06
H -3.14 3.44 0.57
H -5.51 4.03 0.64
H 4.28 5.66 -6.94
H 9.94 8.49 5.40
H 3.39 8.01 -8.46
H -4.50 -1.95 5.97
H -7.02 -4.27 1.40
H -3.07 -2.87 6.44
H -10.69 -6.75 5.63
H -1.52 0.58 -2.54
H 2.72 7.38 -6.90
H -0.28 0.17 -3.72
H -1.95 -3.39 -5.67
H 5.55 7.65 2.19
H 6.07 -2.06 0.54
H 2.44 6.44 -8.31
H 5.83 3.63 -12.26
H -2.80 -6.20 -0.81
H -1.19 -2.50 1.24
H 0.54 1.66 3.28
H -3.32 -8.96 6.91
H -7.58 -3.95 -0.24
H -1.44 -6.59 -1.80
H 6.99 -0.63 -2.00
H 0.06 -1.67 1.82
H -9.82 -7.59 4.36
H -3.60 -2.84 4.80
H 0.25 1.76 4.99
H -4.96 -4.32 7.17
H 5.50 -0.26 -1.05
H -2.01 -9.06 5.75
H -2.88 -7.43 -2.16
H 7.58 -2.32 -0.27
H -5.46 4.12 2.39
H -3.72 -9.19 5.26

As for the SMILES: CCOC(=O)OC.CCOC(=O)OC.CCOC(=O)OC.CCOC(=O)OC.CCOC(=O)OC.CCOC(=O)OC.CCOC(=O)OC.CCOC(=O)OC.

Here are the Mulliken charges for atoms 1 to 2, given in e: atom 1 (O): -0.552, atom 2 (O): -0.566

3) # C32H64O24

8 unconnected molecules or ions with the total composition C32H64O24 (ωB97M-V/def2-TZVPD, the OMol25 dataset).

Geometry (Å):
O 12.02 1.38 -1.33
O 0.29 4.33 7.44
O -3.73 4.89 -0.65
O 4.92 6.74 -0.90
O -3.39 -7.79 6.50
O -9.56 0.51 -5.74
O 0.87 -1.80 -0.83
O 1.25 -11.77 0.75
O 1.14 -9.64 1.08
O -5.39 3.70 -1.70
O -3.45 3.96 -2.66
O 13.44 1.49 -3.03
O -1.54 5.02 6.33
O 6.05 6.83 -2.79
O -3.84 -6.45 4.73
O 4.09 5.57 -2.68
O -11.41 1.05 -6.55
O 11.31 0.74 -3.45
O -4.45 -5.95 6.80
O -0.38 -10.60 -0.38
O 1.74 0.00 0.45
O -9.56 1.27 -7.74
O -0.88 6.19 7.88
O -0.04 -0.95 1.18
C 12.17 1.16 -2.68
C -12.31 1.71 -7.46
C 2.42 -13.75 -0.08
C -12.64 1.13 -8.80
C 4.94 6.33 -2.18
C 0.61 -10.65 0.39
C 2.76 0.12 -0.45
C -3.85 -6.69 5.91
C 1.07 -13.04 0.05
C -1.50 4.07 5.25
C -5.10 -4.72 6.45
C 10.73 1.58 -0.75
C 0.75 -8.31 0.81
C 13.75 1.64 -4.43
C -6.41 4.10 -0.76
C -10.11 0.99 -6.75
C -2.66 -8.79 5.75
C 3.94 6.20 0.06
C 6.40 6.24 -4.08
C -8.16 0.50 -5.58
C -3.62 -9.70 4.94
C -0.64 5.08 7.24
C -2.15 4.45 -2.78
C 0.88 -0.98 0.18
C 0.00 6.63 8.94
C -1.19 -1.71 1.10
C 14.87 2.67 -4.51
C 3.81 7.23 1.17
C -1.79 4.35 -4.28
C -0.40 8.03 9.34
C -2.26 -1.12 0.16
C -4.17 4.23 -1.60
H -6.26 5.13 -0.43
H 2.88 -14.13 0.83
H -5.88 -4.71 5.69
H 3.26 -0.83 -0.66
H 9.92 1.11 -1.31
H 2.92 6.14 -0.31
H 14.13 0.74 -4.92
H 15.73 2.30 -3.95
H 1.27 -7.87 -0.05
H 14.62 3.62 -4.03
H 0.07 6.05 9.86
H 12.81 1.95 -4.90
H -0.88 4.92 -4.44
H -2.22 5.51 -2.55
H -13.55 1.60 -9.19
H -1.45 8.09 9.66
H -2.58 4.74 -4.92
H -3.10 -10.60 4.60
H -4.50 -9.88 5.56
H -12.91 0.09 -8.64
H -1.63 -1.78 2.09
H -7.78 1.47 -5.88
H -1.88 -0.12 -0.05
H -0.95 -2.76 0.90
H 0.30 -13.55 0.63
H 1.04 6.65 8.60
H -2.38 -1.73 -0.73
H 15.16 2.85 -5.54
H 2.45 0.60 -1.38
H 0.25 8.35 10.15
H 4.78 7.30 1.66
H 10.69 1.10 0.23
H -1.78 3.08 5.61
H -2.29 4.25 4.52
H 7.49 6.27 -4.08
H -0.31 -8.34 0.57
H -4.31 -4.00 6.21
H 3.48 0.76 0.07
H -2.19 -9.46 6.46
H -5.63 -4.27 7.29
H 0.59 -12.97 -0.93
H -1.53 3.94 -2.05
H -6.35 3.47 0.12
H 5.86 6.73 -4.90
H -11.87 1.28 -9.56
H 0.95 -7.63 1.63
H -1.48 3.36 -4.63
H -0.27 8.75 8.54
H 6.05 5.22 -4.27
H 3.50 8.21 0.82
H 2.45 -14.53 -0.85
H 3.08 6.87 1.89
H -3.23 -1.13 0.65
H -1.82 -8.29 5.27
H -7.91 0.30 -4.54
H 10.61 2.66 -0.72
H -7.70 -0.26 -6.22
H -0.50 4.00 4.81
H -11.86 2.67 -7.70
H 3.19 -13.05 -0.40
H -13.22 1.86 -6.89
H 4.32 5.33 0.60
H -7.37 3.95 -1.26
H -3.92 -9.08 4.10

As for the SMILES: CCOC(=O)OC.CCOC(=O)OC.CCOC(=O)OC.CCOC(=O)OC.CCOC(=O)OC.CCOC(=O)OC.CCOC(=O)OC.CCOC(=O)OC.

Here are the Mulliken charges for atoms 1 to 2, given in e: atom 1 (O): -0.309, atom 2 (O): -0.580

Q: What are the energies relative to the best structure? A: 1) 0.0000; 2) 0.1083; 3) 0.0894, in hartree.